C3H7N3O | the ωB97M-V functional and the def2-TZVPD basis

Summary:
highest occupied orbital energy = -9.92 eV
strongest force on any atom = 0.7 eV Å⁻¹
ΔE to the lowest compared entry with this formula, charge and spin = 23.55 kcal/mol
HOMO-LUMO gap = 10.88 eV
SMILES = [H]/N=C/NC(=O)NC

The geometry in ORCA input format:
```
! wB97M-V def2-TZVPD RIJCOSX def2/J DEFGRID3
* xyz 0 1
H 1.74 0.40 -2.50
N 1.65 0.58 -1.50
C 0.72 1.41 -1.27
N 0.32 1.64 0.09
C -0.61 0.57 0.27
O -1.66 0.55 -0.35
N -0.11 -0.48 0.97
C -0.87 -1.71 1.05
H 0.11 1.95 -1.99
H 1.12 1.57 0.72
H 0.81 -0.42 1.37
H -1.55 -1.73 0.19
H -1.46 -1.76 1.96
H -0.21 -2.58 0.98
*
```